{
  "formula": "C30H33Br66F7O3P2",
  "method": "the ωB97M-V functional and the def2-TZVPD basis",
  "homo_lumo_gap_ev": 8.1,
  "largest_force_ha_per_bohr": 0.0457,
  "e_above_lowest_kcal_mol": 13.5,
  "lumo_energy_ha": -0.03092,
  "e_homo_ev": -8.9,
  "symbols": ["C", "C", "P", "C", "C", "O", "C", "O", "P", "O", "C", "F", "F", "C", "F", "F", "C", "F", "F", "F", "H", "H", "H", "H", "H", "H", "H", "H", "H", "H", "H", "C", "Br", "Br", "Br", "H", "C", "Br", "Br", "Br", "H", "C", "Br", "Br", "Br", "H", "C", "Br", "Br", "Br", "H", "C", "Br", "Br", "Br", "H", "C", "Br", "Br", "Br", "H", "C", "Br", "Br", "Br", "H", "C", "Br", "Br", "Br", "H", "C", "Br", "Br", "Br", "H", "C", "Br", "Br", "Br", "H", "C", "Br", "Br", "Br", "H", "C", "Br", "Br", "Br", "H", "C", "Br", "Br", "Br", "H", "C", "Br", "Br", "Br", "H", "C", "Br", "Br", "Br", "H", "C", "Br", "Br", "Br", "H", "C", "Br", "Br", "Br", "H", "C", "Br", "Br", "Br", "H", "C", "Br", "Br", "Br", "H", "C", "Br", "Br", "Br", "H", "C", "Br", "Br", "Br", "H", "C", "Br", "Br", "Br", "H"],
  "coordinates": [[-3.088243, -0.589394, 4.244680], [-1.861055, -0.916643, 3.338249], [-1.430025, 0.545245, 2.287672], [-1.238771, 1.979730, 3.460115], [0.253420, 0.346370, 1.481878], [1.417106, 0.504862, 2.324239], [1.485338, -0.273402, 3.405382], [1.480923, -1.460598, 3.414805], [1.701539, 0.599272, 5.060126], [2.838581, 1.534216, 4.968036], [0.316726, -0.896968, 0.577884], [-0.523495, -0.590651, -0.427921], [-0.183604, -1.980157, 1.126689], [1.665140, -1.141211, -0.112225], [1.404390, -1.831719, -1.216239], [2.212156, -0.012599, -0.510905], [2.735150, -1.950008, 0.646482], [3.595791, -2.371246, -0.272185], [2.288442, -3.010463, 1.250323], [3.438970, -1.221504, 1.472283], [-3.912168, -1.242679, 4.035709], [-2.774671, -0.705053, 5.272592], [-3.410426, 0.432729, 4.151767], [-1.089967, -1.264300, 4.006581], [-2.185167, -1.696451, 2.666377], [-0.209154, 2.319596, 3.473693], [-1.483793, 1.655421, 4.461289], [-1.929081, 2.762212, 3.201069], [0.314444, 1.168827, 0.783877], [1.953790, -0.356722, 6.055898], [0.525990, 1.274758, 5.447052], [-3.294458, 3.260830, 7.270746], [-4.214410, 2.877903, 5.611906], [-1.490985, 2.566563, 7.274524], [-3.331411, 5.141265, 7.676690], [-3.828862, 2.754307, 8.058655], [-6.599452, -0.847556, 1.702845], [-6.582463, -0.388558, -0.163363], [-5.913272, -2.622091, 1.994892], [-5.664344, 0.462341, 2.762216], [-7.630062, -0.847519, 2.027689], [-2.862060, -3.007975, -1.156212], [-4.054506, -4.048558, -2.251379], [-3.491084, -1.195912, -0.954395], [-2.544149, -3.872412, 0.539667], [-1.912263, -2.957674, -1.667226], [3.497254, 2.798203, -4.997349], [4.807891, 2.457378, -6.368739], [3.865297, 4.438973, -4.055187], [1.704393, 2.749091, -5.704238], [3.579482, 2.001030, -4.277005], [6.507000, -3.915226, -2.830459], [8.432119, -3.916780, -2.917385], [5.729732, -2.851617, -4.237459], [5.789256, -5.702878, -2.812129], [6.231842, -3.452302, -1.895285], [-1.161724, -2.121646, 8.143171], [-0.828419, -3.989298, 7.866410], [-0.335475, -1.101247, 6.725378], [-3.037157, -1.734016, 8.362361], [-0.668036, -1.825426, 9.055278], [-3.854020, 1.359570, -4.480091], [-4.507789, 2.135469, -6.116965], [-2.682451, 2.561720, -3.532421], [-5.289019, 0.735622, -3.355663], [-3.268342, 0.499198, -4.754588], [2.547433, -3.593740, 5.371938], [0.915776, -4.541648, 4.974438], [2.860171, -3.400135, 7.265893], [4.058164, -4.386315, 4.483915], [2.431549, -2.599461, 4.967391], [-9.500299, -3.171198, 0.573347], [-10.706282, -4.218145, -0.503553], [-10.139677, -1.366901, 0.816031], [-9.133666, -4.019945, 2.261796], [-8.565260, -3.108878, 0.033796], [7.159848, 1.886614, -2.518903], [6.742339, 0.016915, -2.344696], [6.961702, 2.825135, -0.848892], [8.918446, 2.128211, -3.258038], [6.449866, 2.309094, -3.215271], [10.743248, 7.039719, -6.684372], [9.488395, 6.366257, -7.978776], [12.562319, 6.840239, -7.286102], [10.361543, 8.852441, -6.167199], [10.633912, 6.442423, -5.799969], [-4.903025, -3.087830, -6.317355], [-3.386975, -2.058935, -5.709125], [-6.353987, -3.124779, -5.044191], [-5.514499, -2.465459, -8.034387], [-4.567431, -4.104464, -6.448019], [-8.985773, -1.643970, -7.476186], [-9.046100, -2.428490, -9.236182], [-8.550486, 0.232188, -7.550648], [-10.614146, -1.964945, -6.494311], [-8.189872, -2.134288, -6.938033], [10.068836, 3.825422, 1.661299], [11.548385, 3.544394, 2.864107], [8.520424, 4.531075, 2.566427], [10.566608, 4.976220, 0.189371], [9.796224, 2.861211, 1.260576], [-11.320988, -0.651721, 4.910736], [-11.559167, -2.562582, 4.889658], [-11.655018, 0.091417, 6.656586], [-9.585459, -0.138751, 4.242785], [-12.054795, -0.232613, 4.240755], [7.867572, 9.418865, -2.471001], [6.566139, 8.426934, -3.475355], [7.249345, 11.186040, -2.014658], [8.422054, 8.435123, -0.903441], [8.729373, 9.539518, -3.108791], [-9.636709, -8.164260, 3.893700], [-8.145413, -8.595309, 2.752682], [-9.318636, -6.549760, 4.896298], [-11.288277, -8.070417, 2.906457], [-9.735681, -8.966850, 4.606687], [1.034078, -1.239430, -5.676840], [2.959257, -1.236887, -5.754556], [0.252321, -0.155868, -7.064216], [0.298627, -3.023632, -5.686036], [0.761244, -0.782437, -4.737779], [5.037752, -5.945267, 9.473233], [3.402285, -6.901265, 9.125714], [5.370183, -5.763968, 11.362997], [6.534518, -6.739031, 8.556552], [4.913711, -4.950238, 9.074719], [5.331420, 8.759035, -7.455922], [4.774877, 7.262890, -6.349438], [4.213464, 10.293830, -7.122606], [7.191786, 9.254538, -7.342760], [5.153502, 8.457368, -8.475652], [-6.184166, 3.089024, -9.501500], [-6.678595, 1.928703, -10.957053], [-5.554450, 4.798687, -10.125799], [-7.619361, 3.280885, -8.228627], [-5.362359, 2.616793, -8.985637], [7.696461, -2.643403, 2.891212], [8.833906, -2.512838, 1.341408], [5.883259, -2.139137, 2.484911], [7.784795, -4.393592, 3.697122], [8.067347, -1.939191, 3.618808]],
  "forces_ev_per_a": [[1.3, 0.1, -0.1], [-0.5, 0.5, 0.5], [-1.3, 0.2, -0.7], [0.6, -1.0, -0.2], [0.1, -0.5, 0.6], [0.0, 0.4, 0.2], [-0.4, 0.4, 1.3], [-0.2, -1.1, -0.4], [1.7, 1.6, -0.2], [0.3, 0.4, -0.1], [-0.3, 1.9, 0.2], [-0.5, 0.3, -1.0], [0.2, -1.3, 0.7], [-0.1, -1.0, 0.6], [-0.4, -1.0, -0.9], [0.4, 1.5, 0.0], [0.6, -0.2, -1.0], [0.7, -0.3, -1.0], [-0.9, -0.9, 0.7], [0.1, 1.1, 1.1], [-0.3, -0.3, 0.0], [-0.1, -0.1, 0.4], [-0.2, 0.3, -0.1], [0.5, -0.3, -0.2], [0.4, -0.3, -0.3], [0.1, 0.4, -0.1], [-0.1, -0.1, 0.3], [-0.1, 0.4, -0.3], [0.1, 0.4, 0.0], [-0.3, -0.4, -0.5], [-0.3, -0.6, -0.2], [0.0, 0.1, -0.1], [0.1, 0.1, 0.2], [-0.2, 0.1, 0.0], [0.0, -0.1, 0.0], [0.0, -0.1, 0.0], [0.0, 0.0, 0.0], [-0.5, 0.2, 0.2], [0.3, 0.2, -0.1], [-0.5, 0.1, -0.4], [-0.1, 0.0, 0.0], [0.1, 0.1, 0.1], [0.0, 0.0, 0.1], [0.4, -0.5, 0.0], [-0.1, -0.1, -0.1], [0.1, -0.1, 0.0], [0.0, 0.1, -0.1], [0.0, 0.0, 0.1], [0.0, 0.0, 0.0], [0.2, 0.1, 0.2], [0.0, -0.1, 0.1], [0.1, -0.1, 0.0], [-0.1, 0.0, 0.0], [0.0, -0.2, 0.1], [0.0, 0.1, 0.0], [0.0, 0.0, 0.1], [-0.1, -0.2, 0.0], [-0.3, 0.1, 0.4], [-0.5, -0.3, 0.5], [0.2, 0.0, -0.1], [0.0, 0.0, 0.0], [0.0, 0.1, 0.1], [0.0, 0.0, 0.1], [-0.1, -0.1, -0.1], [0.0, 0.2, -0.3], [0.0, -0.1, 0.0], [0.0, -0.1, -0.2], [0.3, 0.0, -0.2], [0.0, 0.0, 0.0], [-0.2, -0.1, 0.2], [-0.1, -0.1, 0.0], [0.0, -0.1, 0.0], [0.0, 0.1, 0.1], [-0.1, -0.1, -0.1], [-0.3, -0.1, -0.1], [0.0, 0.0, 0.0], [0.1, 0.0, 0.1], [-0.1, 0.1, 0.0], [0.0, 0.0, 0.0], [0.0, 0.0, 0.0], [0.0, 0.1, 0.0], [0.0, 0.0, -0.2], [0.1, 0.0, 0.0], [-0.1, 0.0, 0.0], [0.2, 0.1, 0.0], [0.0, -0.2, 0.2], [-0.1, 0.2, -0.1], [-0.1, -0.2, 0.0], [0.1, 0.1, -0.1], [0.1, 0.0, 0.1], [0.1, -0.1, 0.0], [-0.1, 0.1, 0.0], [-0.1, 0.1, 0.1], [0.0, -0.4, 0.0], [0.1, 0.0, -0.1], [0.0, -0.1, 0.0], [0.0, 0.2, 0.0], [-0.1, 0.0, 0.0], [0.1, -0.1, 0.0], [0.0, -0.2, 0.1], [0.0, 0.0, -0.1], [0.0, -0.1, 0.0], [0.0, 0.1, 0.0], [0.0, 0.0, -0.1], [0.0, 0.1, 0.2], [0.0, 0.0, -0.1], [0.0, -0.1, 0.2], [0.0, 0.1, 0.0], [0.0, -0.1, 0.0], [0.0, 0.1, -0.1], [0.1, 0.0, 0.0], [0.0, 0.1, -0.1], [-0.1, 0.1, 0.0], [0.0, 0.0, 0.0], [0.1, 0.0, 0.0], [0.0, 0.0, 0.1], [-0.1, 0.0, 0.0], [-0.2, 0.1, -0.1], [-0.1, -0.3, -0.1], [0.2, 0.1, 0.0], [0.0, 0.0, 0.1], [0.0, -0.1, 0.0], [0.1, 0.0, 0.0], [0.0, 0.0, -0.1], [-0.1, 0.0, 0.1], [0.0, 0.1, 0.0], [-0.2, 0.2, 0.0], [0.3, 0.2, -0.2], [0.0, 0.0, 0.0], [-0.4, -0.3, 0.2], [0.0, 0.0, -0.1], [-0.1, 0.0, -0.1], [0.0, 0.1, 0.1], [-0.1, -0.1, 0.0], [0.1, 0.3, -0.1], [0.0, 0.0, 0.0], [-0.1, 0.0, 0.0], [-0.1, 0.0, 0.0], [0.5, 0.1, -0.1], [0.0, 0.1, -0.1], [0.0, 0.0, 0.1]]
}



{
  "formula": "CH3IOS",
  "method": "the ωB97M-V functional and the def2-TZVPD basis",
  "homo_lumo_gap_ev": [7.0, 8.5],
  "largest_force_ha_per_bohr": 0.0507,
  "e_above_lowest_kcal_mol": 72.2,
  "lumo_energy_ha": [-0.03770, -0.00932],
  "e_homo_ev": [-8.1, -8.8],
  "symbols": ["C", "O", "S", "I", "H", "H", "H"],
  "coordinates": [[-0.434221, -1.570586, -0.481617], [-0.706230, 1.456343, 0.196581], [0.653908, 1.963300, 0.049037], [1.312058, -1.002009, 0.262412], [-1.198465, -1.671993, 0.237963], [-0.509592, -1.989733, -1.453256], [0.882545, 2.814680, 1.188881]],
  "forces_ev_per_a": [[0.0, 0.0, 0.1], [-1.7, -0.4, 0.1], [1.5, 2.1, 0.5], [1.1, -0.8, 0.2], [-0.8, 0.0, 0.4], [0.1, -0.1, -0.6], [-0.2, -0.8, -0.8]]
}



{
  "formula": "C6H10N2",
  "method": "the ωB97M-V functional and the def2-TZVPD basis",
  "homo_lumo_gap_ev": 10.3,
  "largest_force_ha_per_bohr": 0.2993,
  "e_above_lowest_kcal_mol": 181.0,
  "lumo_energy_ha": 0.01021,
  "smiles": "C[C@H]1NC[C@H]1CC#N",
  "e_homo_ev": -10.0,
  "symbols": ["C", "C", "N", "C", "C", "C", "C", "N", "H", "H", "H", "H", "H", "H", "H", "H", "H", "H"],
  "coordinates": [[-0.772491, 1.763856, -0.174509], [-1.524086, 0.348806, -0.035732], [-1.436212, -0.669481, -1.016661], [-0.670938, -1.535970, -0.056713], [-0.626508, -0.309207, 0.920127], [0.871004, 0.020365, 0.946858], [1.722654, -0.060801, -0.098797], [2.885896, 0.066786, -0.648893], [-1.375983, 2.750851, -0.843410], [0.351711, 1.495405, -0.776252], [-0.619475, 2.495948, 0.730110], [-2.680071, 0.654124, 0.291358], [-0.508184, -0.442882, -1.381675], [-1.210658, -2.479066, 0.207326], [0.625347, -1.625964, -0.331471], [-1.154568, -0.309329, 1.939321], [1.249539, 1.096848, 1.129421], [1.176741, -0.779374, 1.686739]],
  "forces_ev_per_a": [[0.1, 3.5, -4.0], [-2.3, 6.2, 1.9], [2.3, -0.8, -1.7], [1.9, -1.3, 1.4], [-0.9, -2.0, 2.1], [-1.9, 1.4, 5.1], [13.1, 0.3, -8.0], [-10.0, -1.3, 3.9], [1.7, -3.5, 1.2], [-3.5, 1.5, 1.6], [-0.1, -2.4, -1.0], [3.0, -1.3, -0.6], [-0.7, 0.8, -2.3], [0.9, 0.7, -0.1], [-4.3, -1.2, 0.1], [1.6, -0.5, -1.0], [-1.3, -1.3, 1.5], [0.4, 1.3, -0.3]]
}